C33H61BiI2N6O8P2S4SbSi | ωB97M-V with the def2-TZVPD basis set

```
119
Properties=species:S:1:pos:R:3:forces:R:3:mulliken_charge:R:1
Bi 0.231463 -0.671372 0.147506 -1.2 -1.3 0.0 0.5890
C -3.883387 2.568004 2.347025 0.0 -0.1 0.2 -0.7707
N -2.680301 2.670883 3.179391 0.0 0.3 -0.1 0.9493
C -2.582457 3.932259 3.895339 0.0 -0.1 0.0 -1.1377
P -1.393586 1.743608 2.773855 -0.1 -0.1 -0.2 -0.8779
O -1.466675 1.146462 1.428436 0.1 -0.2 0.3 0.0545
O -0.143148 2.755782 2.991957 -0.1 0.2 0.0 0.4920
P 1.205512 2.847843 2.098540 0.2 -0.5 -0.2 -0.4482
O 1.547607 1.571148 1.438249 -0.1 0.2 0.3 -0.3282
N 2.354108 3.248986 3.202903 0.3 0.1 0.1 0.3333
C 2.304220 4.507552 3.916039 0.0 0.0 0.0 -1.0450
C 3.169245 2.219612 3.825674 -0.1 0.0 0.0 -0.9359
N 0.947583 4.114001 1.116139 -0.2 0.1 -0.3 0.5400
C 1.358722 3.997821 -0.293703 0.1 0.1 0.1 -0.7545
C -0.065843 5.136236 1.352711 0.1 0.0 0.0 -0.6165
N -1.160022 0.644894 3.987075 0.1 -0.3 0.1 0.7840
C -0.303242 -0.503562 3.687374 0.1 0.1 0.0 -0.6977
C -0.969111 1.176055 5.327698 -0.1 0.0 0.0 -0.8476
H -3.929315 3.393308 1.633994 0.0 0.0 0.0 0.3025
H -4.765356 2.574401 2.991902 0.0 0.0 0.0 0.3465
H -3.869210 1.640378 1.782395 0.0 0.0 0.0 -0.0744
H -2.764829 4.771728 3.216949 0.0 0.0 0.0 0.2942
H -1.599056 4.057968 4.341370 0.0 0.0 0.0 0.3176
H -3.331880 3.969647 4.691242 0.0 0.0 0.0 0.3397
H 1.756942 5.250385 3.339400 0.0 0.0 0.0 0.2282
H 3.317557 4.885276 4.072268 0.0 0.0 0.0 0.3816
H 1.825018 4.400484 4.897519 0.0 0.0 0.0 0.2602
H 3.136289 1.314222 3.226208 0.0 0.0 0.0 0.1505
H 2.825734 1.990021 4.841846 0.0 0.0 0.0 0.3055
H 4.205915 2.559932 3.881199 0.0 0.0 0.0 0.3591
H 2.078982 3.193284 -0.417512 0.0 0.0 0.0 0.1569
H 1.826085 4.933496 -0.606808 0.0 0.0 0.0 0.3056
H 0.489990 3.796619 -0.923379 0.0 0.0 0.0 0.2307
H -0.389497 5.129846 2.390705 0.0 0.0 0.0 0.2006
H -0.934374 4.969838 0.713530 -0.1 0.0 0.0 -0.0390
H 0.356015 6.119623 1.127565 0.0 0.0 0.0 0.4044
H -0.727994 -1.068882 2.860952 0.0 0.0 0.0 -0.5614
H -0.292232 -1.160901 4.556514 0.0 0.0 0.0 0.6305
H 0.731053 -0.210805 3.466452 0.0 0.0 0.0 0.1550
H -1.740968 1.910411 5.557450 0.0 0.0 0.0 0.3288
H 0.014592 1.645336 5.457949 0.0 0.0 0.0 -0.0361
H -1.061665 0.359084 6.044771 0.0 0.0 0.0 0.3684
S -2.714497 3.737200 -0.981319 0.1 0.2 0.2 -0.6638
Sb -3.155624 1.913480 -2.197372 -0.1 -0.2 -0.1 0.4659
S -1.244463 0.019713 -2.121734 0.1 0.4 -0.1 -0.1639
S -0.106873 1.414139 -3.207532 -0.1 0.0 0.0 0.0440
S -1.729908 2.297724 -4.192595 0.2 -0.1 -0.1 -0.3671
O 2.999692 -1.124273 1.010216 -0.6 -0.2 0.3 -0.1926
N 2.142255 -1.524458 1.715929 0.3 0.4 -0.2 -0.1994
I 2.743939 0.249867 -1.333496 1.2 0.7 -0.9 0.1199
I 3.880900 1.691498 -3.631427 -0.3 -0.2 0.4 -0.3958
N 0.744034 -2.364992 -1.160558 0.1 0.7 0.3 -0.0846
C 0.650584 -3.608335 -1.265039 -0.2 -0.4 -0.2 0.5829
C 0.333224 -4.594369 -0.171874 0.2 0.2 0.3 1.0310
C 0.671298 -4.188553 1.203276 0.0 0.1 -0.1 -0.6909
C 0.242786 -4.620933 2.390882 0.0 -0.1 -0.1 -1.0275
C -0.801837 -5.636587 2.759288 0.0 0.1 -0.1 -1.1991
C -0.682907 -6.782143 0.521609 0.0 0.0 0.0 -1.9425
C -0.195555 -5.779630 -0.475130 0.0 -0.2 0.0 -0.2267
C 0.814953 -4.142222 -2.675384 0.0 0.1 0.1 -0.3101
C -0.270485 -4.584860 -3.424898 0.0 0.0 0.0 0.2445
C -0.104733 -4.968076 -4.749241 0.0 0.0 0.0 -0.8362
C 1.148035 -4.898912 -5.343508 0.0 0.0 0.0 -0.4481
C 2.227857 -4.426989 -4.609334 0.0 0.0 0.0 -0.7259
C 2.058342 -4.043705 -3.287608 0.1 -0.1 0.0 -0.4201
H 1.441315 -3.427668 1.242011 0.0 -0.1 0.0 0.8299
H 0.723532 -4.162068 3.252475 0.0 0.0 0.0 0.3560
H -0.296485 -6.446186 3.298602 0.0 0.0 0.0 0.5292
H -1.171617 -7.600252 -0.010402 0.0 0.0 0.0 0.4038
H -0.319042 -6.040966 -1.518240 0.0 0.0 0.1 0.5004
H -1.259478 -4.598309 -2.981070 0.0 0.0 0.0 0.3406
H -0.957845 -5.315617 -5.318336 0.0 0.0 0.0 0.4059
H 1.277241 -5.189601 -6.378200 0.0 0.0 0.0 0.3720
H 3.204291 -4.346483 -5.069980 0.0 0.0 0.0 0.3913
H 2.891207 -3.640907 -2.724430 0.0 0.0 0.0 0.4231
C -6.441752 -2.087151 -0.438204 0.0 0.0 0.0 -2.0391
C -4.983669 -1.651327 -0.392241 0.0 0.1 -0.1 1.8142
C -4.386974 -1.668805 -1.793232 0.1 -0.1 0.0 -1.2807
C -4.874132 -0.261535 0.227509 0.1 0.0 0.1 -0.7503
O -4.300673 -2.613563 0.408306 0.0 0.0 -0.1 0.3918
Si -2.861940 -2.467631 1.200073 0.1 0.0 0.2 -3.6684
O -1.712316 -1.755281 0.347455 0.2 0.1 0.3 1.6781
O -2.560802 -4.014395 1.693413 0.0 0.2 -0.1 0.5466
C -2.811563 -5.322292 1.192166 0.0 0.0 -0.1 2.2803
C -4.067401 -5.842779 1.885932 -0.1 0.0 0.1 -2.3179
C -1.621667 -6.250123 1.625441 0.1 0.1 0.0 -0.1301
C -3.088125 -5.314335 -0.312080 0.0 0.1 0.0 -2.3850
O -3.104182 -1.599428 2.594133 0.0 0.0 -0.2 1.0756
C -3.926280 -1.863756 3.730594 0.0 -0.1 0.0 2.3372
C -4.371215 -0.517453 4.285873 0.0 0.1 0.0 -1.2637
C -3.082014 -2.606445 4.764027 0.0 0.0 0.0 -1.3034
C -5.160807 -2.687648 3.384166 0.0 0.0 -0.1 -1.8675
H -7.041705 -1.359718 -0.987993 0.0 0.0 0.0 0.3906
H -6.842218 -2.178007 0.572930 0.0 0.0 0.0 0.3522
H -6.529652 -3.057561 -0.929870 0.0 0.0 0.0 0.3664
H -4.828352 -0.891625 -2.420124 0.0 0.0 0.0 0.3686
H -4.561517 -2.640644 -2.260421 0.0 0.0 0.0 0.3811
H -3.308587 -1.512071 -1.745125 -0.1 0.0 0.0 -0.2366
H -5.362613 0.478801 -0.408121 0.0 0.0 0.0 0.8531
H -3.824026 0.018989 0.359263 0.0 0.0 -0.1 -0.6811
H -5.347793 -0.242887 1.212099 0.0 0.0 0.0 0.2208
H -3.929538 -5.856737 2.970278 0.0 0.0 0.0 0.3876
H -4.293131 -6.856429 1.547491 0.0 0.0 0.0 0.4996
H -4.915717 -5.201098 1.645760 0.0 0.0 0.0 0.3757
H -1.478865 -5.167335 3.478527 0.0 -0.1 0.0 0.1305
H 0.184916 -7.217338 1.032506 0.0 -0.1 0.0 0.5266
H -2.094594 -7.139063 2.053472 0.0 0.0 0.0 0.6300
H -4.051352 -4.841072 -0.494329 0.0 -0.1 0.0 0.5576
H -3.110626 -6.333740 -0.703098 0.0 0.0 0.0 0.3984
H -2.338713 -4.740740 -0.851851 0.0 0.0 0.0 0.4119
H -3.506507 0.128467 4.426252 0.0 0.0 0.0 -0.0576
H -4.881730 -0.651411 5.242851 0.0 0.0 0.0 0.4588
H -5.056078 -0.027950 3.590844 0.0 0.0 0.0 0.2901
H -2.340058 -1.935090 5.198670 0.0 0.0 0.0 0.1666
H -2.561052 -3.433497 4.280058 0.0 0.0 0.0 -0.0322
H -3.707215 -3.002403 5.567265 0.0 0.0 0.0 0.4394
H -5.775586 -2.170543 2.647178 0.0 0.0 0.0 0.1357
H -5.754867 -2.850161 4.285935 0.0 0.0 0.0 0.6012
H -4.881936 -3.652430 2.967950 0.0 0.0 0.1 0.1634
```
Forces are in eV/Å.

M: 1472.735 g/mol
Net charge: -1
2S+1: 1
Frontier orbital gap (spin up / spin down): 5.03 / 5.03 eV
LUMO energy (spin up / spin down): 0.7148 / 0.7148 eV

C17H23N3O2 | ωB97M-V with the def2-TZVPD basis set

```
45
Properties=species:S:1:pos:R:3:forces:R:3:mulliken_charge:R:1
O -1.044342 -4.468106 0.396266 -1.6 -5.7 -13.0 -0.4658
C -0.064969 -4.024848 -0.695454 -8.4 1.6 -1.3 -0.9120
C -0.033537 -2.403305 -0.886075 -3.8 -5.7 -0.3 -0.1018
H -1.141779 -2.166054 -1.107675 1.7 -0.2 0.1 0.0533
H 0.473115 -2.451226 -1.866939 0.7 1.5 0.9 0.3880
C 0.280415 -1.844224 0.444195 0.7 3.1 0.8 -0.6739
N 1.105534 -0.744748 0.290897 4.5 6.9 -3.9 -0.0671
C 0.470546 0.463561 -0.691832 -3.6 -4.1 9.4 -1.6653
C -0.754916 0.916467 0.168296 1.5 2.8 0.3 -0.2410
N -1.530725 -0.289154 0.510577 -6.7 8.4 -3.8 0.3004
C -0.892553 -1.056106 1.269085 1.2 -14.6 -3.1 -1.2661
H -0.540593 -0.761911 2.099657 2.8 2.1 6.5 0.8591
H -1.491337 -2.263097 1.359320 0.5 3.8 0.7 0.1005
C -2.768818 0.239120 1.238753 -1.2 -0.8 -1.3 -0.8846
C -3.654438 0.956815 0.173034 3.4 1.8 10.8 0.6325
N -4.245532 2.074813 0.800328 2.7 -4.6 -3.6 -0.5280
O -4.858480 2.421045 -0.314300 -6.0 7.7 1.0 -0.0650
C -4.833062 1.677532 -1.310391 -2.1 1.8 -6.8 -0.1961
C -3.908602 0.783703 -1.103433 0.5 -2.7 -0.7 -0.4544
H -3.757884 -0.128503 -1.499474 0.9 -2.5 -2.1 0.4468
H -5.367103 1.982503 -2.381028 1.2 -0.6 3.5 0.3006
H -2.717243 0.815830 2.282487 0.7 -0.6 -2.5 0.1998
H -3.345494 -0.644796 1.519425 0.2 -0.3 0.0 0.5299
H -0.401600 1.383498 1.381723 -0.6 -0.8 -3.9 0.2289
H -1.266200 1.823939 -0.522045 0.6 -2.7 2.4 0.2364
H 0.226505 0.147923 -1.576030 -1.6 -2.1 -5.1 0.4507
H 1.191203 1.096293 -0.700172 4.4 4.4 -0.1 0.9442
C 2.508954 -0.772668 -0.516285 -6.0 -10.2 6.7 -1.3684
C 3.376505 0.147919 -0.146526 7.3 5.1 -4.2 1.0052
C 3.573053 0.748223 1.062413 1.5 3.9 0.0 -0.2358
C 4.452096 1.920358 1.168409 -2.4 -3.5 4.8 -0.5492
C 5.245917 2.212532 0.074189 2.2 7.2 10.4 -0.1046
C 5.233507 1.680800 -1.024938 -2.1 -7.4 -11.5 -0.4083
C 4.271636 0.493813 -1.295868 1.2 4.6 5.3 -0.5942
H 4.203415 0.095244 -2.246901 -0.3 -0.9 -1.6 0.4624
H 5.892131 2.174105 -1.806740 -1.0 -1.4 0.6 0.2554
H 6.010850 3.041882 0.205850 -1.1 -0.8 0.1 0.2306
H 4.493844 2.293844 2.458929 0.3 -0.6 -4.7 0.1514
H 2.860702 0.493856 1.791832 -0.5 -0.2 1.3 0.4270
H 2.276998 -1.008116 -1.472025 0.0 -0.6 -3.1 0.4814
H 2.935572 -1.918856 0.155739 -0.9 2.6 -2.4 0.1661
H 0.795212 -2.382140 1.234648 -0.1 -1.3 -0.3 0.8663
H -0.675629 -4.521338 -1.584640 1.9 1.1 1.4 0.2794
H 0.752684 -4.522318 -0.472044 4.5 -1.8 0.6 0.5065
H -0.886428 -4.086602 1.091836 2.9 6.4 11.8 0.2789
```
Forces are in eV/Å.

M: 301.390 g/mol
2S+1: 1
Frontier orbital gap: 8.99 eV
LUMO energy: 0.5867 eV

C4H9N3S | ωB97M-V with the def2-TZVPD basis set

```
17
Properties=species:S:1:pos:R:3:forces:R:3:mulliken_charge:R:1
C 0.268532 -1.377565 1.192642 0.4 -1.4 2.2 -1.2149
C 0.416564 -0.802439 -0.165930 1.3 -1.5 -3.9 0.1963
C -2.834558 1.057371 -0.085356 0.5 -1.8 -0.8 -0.2372
C 1.279342 0.510499 -0.216801 0.6 -4.6 -3.7 0.4071
H 1.316486 -1.546305 1.733153 -2.2 0.3 -1.3 0.2744
H -0.322203 -0.753985 1.877575 0.3 0.4 -0.3 0.3129
H -0.349005 -2.321561 1.208842 1.1 0.6 -0.3 0.3450
H 0.961062 -1.482822 -0.937860 -0.5 0.5 1.9 0.2223
H -4.041922 0.446794 -0.495492 4.0 2.0 1.2 0.1848
H -2.860856 2.070729 0.477260 -0.4 -1.9 -0.9 0.2312
H 2.926731 1.289038 -1.323293 -1.2 -3.2 0.5 0.2684
H 2.798313 -0.474406 -1.493654 1.2 -3.3 -1.0 0.1530
H -0.142961 1.733621 0.538486 4.4 -1.3 -0.6 0.3991
N -1.607321 0.564932 -0.251011 -5.5 1.9 -0.1 -0.2924
N 2.436565 0.313372 -1.133671 -2.0 7.7 3.0 -0.4267
N 1.003845 1.583285 0.278248 -3.7 4.3 1.8 -0.7639
S -1.248616 -0.810555 -1.203136 1.7 1.3 2.5 -0.0594
```
Forces are in eV/Å.

M: 131.204 g/mol
2S+1: 1
Frontier orbital gap: 9.16 eV
LUMO energy: 0.4905 eV

C16H30NO6 | ωB97M-V with the def2-TZVPD basis set

```
53
Properties=species:S:1:pos:R:3:forces:R:3:mulliken_charge:R:1
C -2.174945 5.166266 0.949057 0.4 0.7 -0.3 -0.9169
C -1.149599 4.820316 -0.239720 -0.2 -0.1 0.7 -0.1206
O -1.358221 3.512496 -0.841152 1.2 1.4 -1.0 -0.3632
C -0.465244 3.513507 -2.007037 0.4 -0.6 -1.0 -0.5000
C -0.146235 2.037576 -2.553465 0.1 0.7 1.4 -0.5961
C 1.043940 1.422875 -1.628243 -0.8 -0.5 -0.2 -0.6692
C 0.461226 0.596106 -0.344449 0.7 -0.9 -1.9 0.3315
C 1.387357 -0.732041 -0.200158 0.5 1.3 0.4 -1.0331
C 1.425038 -1.361348 1.279609 -1.5 -2.1 -1.4 1.0180
C -0.012749 -1.221702 2.036867 0.5 0.5 0.2 -0.6522
C -1.204173 -1.962373 1.279507 -1.5 -2.3 3.3 0.0997
O -1.912250 -2.760262 1.981756 2.2 3.1 -3.1 -0.5818
O 2.546242 -0.952048 2.094394 -1.5 1.5 -0.5 -0.5181
C 2.580485 0.464644 2.348556 1.2 0.3 0.3 -0.3563
C 3.543419 1.305332 1.340012 -1.4 0.3 0.5 0.1835
N 4.252311 2.342595 2.182451 -0.2 -1.1 0.1 -0.7607
C 1.615834 -2.973883 1.065104 -0.2 -4.5 3.2 0.0638
O 2.119546 -3.490358 0.015726 -1.2 2.2 1.8 -0.7250
O 1.223448 -3.747760 2.158936 1.4 3.9 -4.4 -0.7563
H -2.836636 4.297786 1.275618 1.1 1.1 -0.6 0.2660
H -2.841010 6.049147 0.617200 0.9 -1.5 0.6 0.2391
H -1.530772 5.535854 1.833915 -1.3 -0.7 -1.3 0.2637
H -0.089328 4.802695 0.213580 -1.4 0.3 -0.9 0.2271
H -1.237439 5.600712 -1.080096 0.3 -0.9 1.3 0.2562
H -0.894257 4.146445 -2.876802 0.4 -0.7 1.5 0.2976
H 0.545338 3.975038 -1.693848 -1.5 -0.5 -0.5 0.3130
H 0.124245 2.078540 -3.662097 -0.2 0.1 1.5 0.3277
H -1.096053 1.406626 -2.460624 1.3 0.8 -0.1 0.2687
H 1.733979 2.234271 -1.216978 -0.9 -0.9 -0.9 0.1222
H 1.662606 0.738209 -2.317052 -0.8 0.8 1.3 0.3631
H 0.407559 1.227433 0.601496 -0.1 -0.8 -1.4 -0.0301
H -0.570666 0.209692 -0.697542 1.4 0.9 1.1 0.2485
H 2.484932 -0.480042 -0.468517 -1.7 -0.4 0.4 0.3521
H 1.030757 -1.451733 -1.013222 0.6 0.6 1.5 0.3957
H -0.301241 -0.112327 2.194547 0.3 -1.5 -0.5 0.3573
H 0.090563 -1.666139 3.095224 -0.2 0.3 -2.0 0.3442
H -1.484019 -1.814377 0.169402 0.7 -0.1 1.5 0.1422
H 3.062602 0.593193 3.395425 -0.7 -0.4 -1.6 0.3668
H 1.563429 0.979452 2.410908 1.1 -0.9 -0.2 0.1237
H 2.868498 1.886673 0.600731 1.3 -1.1 1.0 -0.2388
H 4.269749 0.625021 0.782927 -1.0 1.0 0.9 0.2506
H 4.882705 1.794416 2.803222 -0.5 0.6 -0.5 0.3038
H 3.528660 2.702910 2.832458 0.6 -0.1 -0.5 0.2936
C -3.251923 -5.192929 -0.375939 -0.1 0.3 0.3 -1.0128
C -2.861883 -4.526669 -1.662883 0.1 0.7 0.2 0.8519
O -2.756649 -3.317943 -1.733575 0.0 -0.4 -0.2 -0.5585
C -2.606863 -5.408917 -2.856679 0.1 0.3 -0.3 -1.1325
H -3.400173 -4.429758 0.391569 0.1 -0.1 -0.1 0.2075
H -4.186525 -5.743431 -0.509104 0.1 -0.2 0.0 0.3690
H -2.457572 -5.867845 -0.050060 -0.1 -0.1 0.0 0.3253
H -3.510827 -5.970198 -3.103886 0.1 -0.2 0.1 0.3284
H -1.782825 -6.093032 -2.643500 -0.2 -0.1 0.0 0.3274
H -2.334392 -4.788711 -3.713571 0.0 -0.1 0.1 0.2932
```
Forces are in eV/Å.

M: 332.417 g/mol
Net charge: -1
2S+1: 1
Frontier orbital gap: 6.61 eV
LUMO energy: 2.5711 eV

Number 1: DFT total energy -158917.66204 eV. Number 2: DFT total energy -26549.56617 eV. Number 3: DFT total energy -19595.00954 eV. Number 4: DFT total energy -30850.25382 eV.